--- i ---
11
Properties=species:S:1:pos:R:3 method="wB97M-V/def2-TZVPD" spin_multiplicity=1 smiles=CSCN gap_ha=0.358 e_homo_ha=-0.3180
C -1.44 -0.33 -1.04
S -1.18 -0.21 0.78
C 0.48 0.57 0.78
N 1.58 -0.39 0.76
H -0.94 -1.24 -1.36
H -2.50 -0.34 -1.26
H -1.03 0.58 -1.46
H 0.57 1.36 0.03
H 0.51 1.05 1.76
H 1.50 -1.09 0.04
H 2.46 0.04 0.98

---

--- ii ---
11
Properties=species:S:1:pos:R:3 method="wB97M-V/def2-TZVPD" spin_multiplicity=1 smiles="C=C.NS" gap_ha=0.357 e_homo_ha=-0.3323
C -0.51 1.85 -0.35
C -0.93 0.78 -1.05
H -1.18 2.57 0.03
H 0.53 1.97 -0.09
H -0.34 0.01 -1.46
H -2.09 0.75 -1.20
N 1.28 -1.36 1.27
S 0.27 -1.92 -0.04
H 2.26 -1.82 1.15
H 1.30 -0.38 1.04
H -0.60 -2.44 0.70

---

--- iii ---
11
Properties=species:S:1:pos:R:3 method="wB97M-V/def2-TZVPD" spin_multiplicity=1 smiles=NCCS gap_ha=0.372 e_homo_ha=-0.3342
N 1.60 0.22 0.58
C 0.45 -0.53 0.09
C -0.72 0.41 -0.16
S -2.10 -0.50 -0.92
H 1.37 0.76 1.41
H 2.33 -0.41 0.87
H 0.08 -1.31 0.79
H 0.71 -1.00 -0.85
H -1.09 0.75 0.81
H -0.37 1.32 -0.63
H -2.26 0.29 -1.98

---

Which of them is the least stable? Correct choice: ii.

---

--- i ---
8
Properties=species:S:1:pos:R:3 method="wB97M-V/def2-TZVPD" spin_multiplicity=1 smiles="N#[N+][S-].C=N" gap_ha=0.364 e_homo_ha=-0.3362
N 1.97 0.46 2.89
N 1.23 -0.21 2.36
S 0.22 -1.13 1.69
C -0.71 0.46 -1.58
N -0.27 -0.54 -0.99
H -1.60 0.92 -2.01
H -0.03 1.33 -1.72
H -0.82 -1.29 -0.63

---

--- ii ---
8
Properties=species:S:1:pos:R:3 method="wB97M-V/def2-TZVPD" spin_multiplicity=1 gap_ha="0.247 / 0.247" e_homo_ha="-0.2936 / -0.2936"
C -0.47 0.19 -0.60
N 1.00 0.86 0.98
N 0.23 -0.97 1.86
N 0.74 0.62 -0.24
S -0.67 -1.49 0.77
H -1.44 0.76 -0.32
H -0.78 -0.08 -1.54
H 1.39 0.10 -0.91

---

Which of them is the least stable? Correct choice: ii.

---

--- i ---
9
Properties=species:S:1:pos:R:3 method="wB97M-V/def2-TZVPD" spin_multiplicity=1 smiles="N[P@](=O)([O-])OO" total_charge=-1 gap_ha=0.350 e_homo_ha=-0.1906
N -0.43 -1.47 -0.43
P 0.24 0.18 0.61
O 1.61 0.53 0.15
O -0.15 -0.01 2.02
O -0.79 1.30 -0.04
O -0.21 1.83 -1.21
H -1.27 -1.71 0.08
H 0.28 -2.14 -0.13
H 0.71 1.50 -1.07

---

--- ii ---
9
Properties=species:S:1:pos:R:3 method="wB97M-V/def2-TZVPD" spin_multiplicity=1 smiles="N[P@](=O)([O-])OO" total_charge=-1 gap_ha=0.351 e_homo_ha=-0.1885
N -0.20 0.37 -0.82
P 1.32 0.36 -0.04
O 1.29 1.38 1.06
O 2.45 0.35 -0.99
O 1.19 -1.20 0.54
O 0.48 -1.12 1.83
H 0.06 -0.40 -1.45
H -0.50 1.15 -1.38
H 0.77 -0.14 1.82

---

Which of them is the least stable? Correct choice: i.

---

--- i ---
8
Properties=species:S:1:pos:R:3 method="wB97M-V/def2-TZVPD" spin_multiplicity=1 total_charge=+1 gap_ha=0.366 e_homo_ha=-0.5951
C 0.85 -0.31 -0.33
C -1.48 0.50 -0.17
C -0.84 -0.43 0.28
N 1.62 0.38 0.16
H 0.70 -1.05 -1.11
H -2.09 1.11 -0.56
H -0.55 -1.31 0.94
H 1.78 1.11 0.79

---

--- ii ---
8
Properties=species:S:1:pos:R:3 method="wB97M-V/def2-TZVPD" spin_multiplicity=1 total_charge=+1 gap_ha=0.406 e_homo_ha=-0.6334
C -1.64 -1.20 0.80
C 1.26 0.54 -0.82
C 0.44 0.98 0.05
N -0.68 -0.58 0.77
H -2.47 -1.77 0.83
H 2.18 0.86 -1.24
H 1.07 -0.57 -0.95
H -0.16 1.74 0.56

---

Which of them is the least stable? Correct choice: i.